Record 1
Density functional theory data (wB97M-V/def2-TZVPD) for 2 unconnected molecules or ions with the total composition C41H42N3 in a non-equilibrium geometry.

```
! RIJCOSX wB97M-V def2-TZVPD def2/J DEFGRID3
* xyz 1 1
C 3.4109 -3.9976 3.4993
N 3.2569 -2.5752 3.7896
C 4.3493 -1.9418 4.4164
C 5.6448 -2.4429 4.1743
C 6.7609 -1.7607 4.6447
C 6.6086 -0.5936 5.4037
C 5.3271 -0.1601 5.7638
C 4.2058 -0.8570 5.3110
C 2.2447 -1.8878 3.1198
C 2.0624 -0.4944 3.2416
C 1.1028 0.1865 2.5079
C 0.3427 -0.4998 1.5360
C -0.5963 0.1299 0.5904
C -0.0763 0.2170 -0.7893
C -1.0225 0.3230 -1.8281
C -0.6669 0.3445 -3.1743
C 0.6991 0.4005 -3.5628
N 1.0784 0.3898 -4.9135
C 0.4192 -0.5023 -5.8437
C 2.2222 1.0496 -5.4032
C 3.0859 0.4527 -6.3524
C 4.1828 1.1634 -6.8443
C 4.3543 2.5140 -6.5044
C 3.4697 3.1279 -5.6127
C 2.4303 2.3990 -5.0378
C 1.6650 0.4608 -2.5350
C 1.2988 0.3114 -1.1987
C 0.5914 -1.8747 1.3455
C 1.4587 -2.5742 2.1607
H 2.4569 -4.5212 3.6076
H 3.8044 -4.1793 2.4878
H 4.1042 -4.4250 4.2248
H 5.7838 -3.3674 3.6019
H 7.7549 -2.1597 4.4344
H 7.4878 -0.0368 5.7355
H 5.2043 0.7082 6.4176
H 3.2046 -0.5658 5.6464
H 2.6743 0.0863 3.9260
H 0.9872 1.2543 2.6701
H -1.0939 1.0619 0.8880
H -2.0676 0.3517 -1.5310
H -1.4444 0.3801 -3.9442
H 0.4353 -0.0743 -6.8538
H 0.9497 -1.4613 -5.8782
H -0.6167 -0.6559 -5.5418
H 2.9256 -0.5818 -6.6906
H 4.9094 0.6738 -7.5011
H 5.1759 3.0840 -6.9301
H 3.5784 4.1845 -5.3483
H 1.7353 2.8645 -4.3360
H 2.7055 0.5964 -2.8209
H 2.1001 0.2714 -0.4602
H 0.0867 -2.3923 0.5264
H 1.5402 -3.6541 2.0384
C -5.6962 -0.5851 -2.3443
C -5.8073 -1.8757 -1.5384
C -4.7772 -1.7809 -0.4092
N -4.4894 -0.3392 -0.2748
C -3.6844 0.2253 0.6983
C -2.4987 -0.3852 1.2439
C -2.4354 -0.2317 2.7644
C -2.3456 1.2493 3.1305
C -3.3008 2.0859 2.3420
C -4.0470 1.5399 1.2636
C -5.0943 2.3221 0.7546
C -5.2062 3.6719 1.0769
C -4.3048 4.2569 1.9791
C -3.3843 3.4478 2.6325
C -4.7855 0.3551 -1.5413
H -5.2683 -0.7254 -3.3440
H -6.6789 -0.1129 -2.4487
H -6.8097 -1.9248 -1.1125
H -5.6689 -2.7622 -2.1571
H -5.1208 -2.2239 0.5311
H -3.8562 -2.3074 -0.6867
H -2.3175 -1.4074 0.8938
H -3.3161 -0.6904 3.2640
H -1.5303 -0.7313 3.1134
H -2.4924 1.4142 4.2146
H -1.3332 1.5964 2.9009
H -5.8676 1.8441 0.1392
H -5.9938 4.2515 0.5913
H -4.3543 5.3233 2.2021
H -2.7080 3.8719 3.3764
H -3.8444 0.5435 -2.0824
H -5.2747 1.3343 -1.4466
*
```

Properties
HOMO level ... -9.5 eV
Energy relative to the best compared isomer or geometry (same formula, charge and spin) ... 126.4 kJ/mol
Kohn-Sham gap ... 5.068 eV
Strongest force on any atom ... 0.052 Eh/bohr


Record 2
Density functional theory data (wB97M-V/def2-TZVPD) for 6 unconnected molecules or ions with the total composition C29H52Cl10N4O3PS in a non-equilibrium geometry.

```
! RIJCOSX wB97M-V def2-TZVPD def2/J DEFGRID3
* xyz 1 1
C -2.2291 1.1475 -9.5752
C -1.5635 0.4764 -8.3753
O -2.4733 0.4320 -7.2842
C -2.0718 -0.5400 -6.3297
C -2.5864 -0.1412 -4.9544
C -1.8654 -0.9103 -3.8452
C -2.2354 -0.3533 -2.4498
C -1.0099 -0.1775 -1.5575
C -1.3634 0.5526 -0.2496
C -1.6444 -0.3990 0.9185
C -0.4558 -1.1529 1.4971
C -0.5822 -1.7724 2.7472
C 0.4731 -2.4413 3.3206
C 1.7059 -2.5268 2.6888
C 1.8300 -1.9542 1.4358
C 0.7671 -1.2842 0.8573
C -2.3996 0.4365 1.9571
N -1.9713 1.8831 1.9028
C -0.6978 2.0328 1.4540
N 0.2351 2.5454 2.2422
C 1.6600 2.6973 1.9500
C 2.3603 1.3983 1.6322
N 2.8569 1.2366 0.4811
N -0.3844 1.6127 0.1845
P -0.2399 2.9197 -0.9843
O -0.0292 4.2531 -0.1328
O 1.1883 2.7095 -1.6475
S -1.6948 3.0721 -2.1963
H -2.4165 0.4159 -10.3611
H -3.1820 1.5801 -9.2786
H -1.5881 1.9084 -10.0154
H -1.2615 -0.5407 -8.6457
H -0.6563 1.0178 -8.0865
H -0.9799 -0.6169 -6.3038
H -2.4924 -1.5115 -6.6203
H -3.6558 -0.3515 -4.8858
H -2.4128 0.9311 -4.8514
H -0.7917 -0.8010 -4.0138
H -2.1485 -1.9627 -3.8786
H -2.9476 -1.0335 -1.9764
H -2.7451 0.5979 -2.5942
H -0.6619 -1.1838 -1.3197
H -0.2089 0.3205 -2.1069
H -2.3244 1.0409 -0.4389
H -2.3614 -1.1021 0.4879
H -1.5165 -1.7283 3.2912
H 0.3359 -2.8844 4.2984
H 2.5407 -3.0271 3.1615
H 2.7499 -2.0135 0.8763
H 0.9341 -0.8339 -0.1102
H -2.2574 0.1186 2.9862
H -3.4626 0.3590 1.7473
H -2.0599 2.2811 2.8304
H -0.0721 2.8561 3.1501
H 1.8738 3.4122 1.1646
H 2.1079 3.0961 2.8612
H 2.4586 0.6360 2.4079
H 3.3288 0.3341 0.4199
H 0.9011 4.5161 -0.1841
H 1.5591 1.8310 -1.4708
Cl 4.5742 -4.2574 3.6244
C 5.9197 -3.6782 2.6060
C 6.1132 -2.1835 2.6667
Cl 4.7229 -1.3081 1.9653
H 5.7099 -4.0121 1.5933
H 6.8284 -4.1675 2.9520
H 7.0014 -1.9202 2.0949
H 6.2323 -1.8172 3.6832
Cl 5.8526 0.6513 5.1568
C 4.3067 1.1502 5.8933
C 3.4333 -0.0233 6.2493
Cl 2.8200 -0.8803 4.8013
H 3.8122 1.8217 5.1948
H 4.5557 1.7047 6.7965
H 2.5651 0.3247 6.8061
H 3.9686 -0.7452 6.8608
Cl -5.3252 2.5479 1.6774
C -6.6739 1.9265 0.6844
C -6.8956 0.4530 0.8934
Cl -5.5398 -0.5205 0.2542
H -6.4488 2.1536 -0.3541
H -7.5662 2.4767 0.9761
H -7.7913 0.1364 0.3630
H -7.0096 0.2092 1.9460
Cl 5.3288 -0.7365 9.4877
C 6.9192 -0.3635 8.7684
C 7.4717 0.9542 9.2465
Cl 6.5057 2.3290 8.6481
H 6.8006 -0.3680 7.6877
H 7.5959 -1.1679 9.0509
H 8.4834 1.0799 8.8654
H 7.4967 1.0167 10.3309
Cl -6.3225 -3.9323 -7.8812
C -5.1812 -2.6833 -8.4435
C -5.5578 -1.3061 -7.9643
Cl -7.0570 -0.7142 -8.7244
H -5.1444 -2.7284 -9.5287
H -4.2011 -2.9494 -8.0495
H -4.7681 -0.6005 -8.2207
H -5.7012 -1.2869 -6.8865
*
```

Properties
HOMO level ... -11.3 eV
Energy relative to the best compared isomer or geometry (same formula, charge and spin) ... 0.0 kJ/mol
Kohn-Sham gap ... 8.524 eV
Strongest force on any atom ... 0.026 Eh/bohr


Record 3
Density functional theory data (wB97M-V/def2-TZVPD) for a molecular structure, C9H21B3O21S5 in a non-equilibrium geometry.

```
! RIJCOSX wB97M-V def2-TZVPD def2/J DEFGRID3
* xyz 0 1
O -2.9160 -3.8612 3.8664
S -1.8396 -3.0618 3.3240
O -1.8751 -1.7255 3.8345
C -0.2781 -3.8614 3.7241
B 0.8995 -2.8421 4.0812
O 1.7844 -2.4643 3.0499
B 3.0135 -3.0231 3.4651
O 3.5289 -2.4584 4.6495
B 2.5203 -2.6277 5.6169
O 1.1761 -2.3232 5.3439
H -2.0458 -3.0733 1.9618
H 0.0550 -4.4255 2.8301
H -0.3796 -4.5649 4.5696
H 3.5098 -3.9254 2.9038
H 2.8869 -3.0130 6.6806
C -3.0729 0.5568 -0.8330
C -3.3151 1.8484 -0.0907
O -3.1721 1.5085 1.2994
S -2.0805 0.3398 1.4460
O -0.8261 0.9280 1.7801
O -2.6404 -0.7143 2.2072
O -2.0219 -0.0959 -0.1044
H -3.9551 -0.0866 -0.8125
H -2.7717 0.7221 -1.8642
H -4.2919 2.2597 -0.2831
H -2.5517 2.5941 -0.3350
C -5.4755 4.3889 -4.6382
C -3.9697 4.4934 -4.4995
O -3.6565 3.6555 -3.3821
S -4.6776 2.4324 -3.3299
O -4.0623 1.3076 -3.9371
O -5.2352 2.3859 -2.0220
O -5.7777 3.0178 -4.3406
H -5.9865 5.0177 -3.9059
H -5.8196 4.6458 -5.6373
H -3.6338 5.5118 -4.3223
H -3.4600 4.0920 -5.3784
C 1.1556 1.6179 -0.6968
C 1.0531 3.0285 -0.1621
O 1.1629 3.8667 -1.3240
S 0.5118 3.1138 -2.5848
O -0.8193 3.5801 -2.7528
O 1.4544 3.1092 -3.6435
O 0.4398 1.6432 -1.9391
H 2.1933 1.3460 -0.9065
H 0.7187 0.8878 -0.0195
H 1.8367 3.2618 0.5541
H 0.0780 3.2084 0.2961
C 4.8641 -2.3523 -0.8652
C 6.3498 -2.0929 -0.7254
O 6.7474 -2.8701 0.4087
S 5.8473 -4.2010 0.4850
O 6.5660 -5.2702 -0.1047
O 5.2873 -4.2870 1.7864
O 4.7002 -3.7367 -0.5440
H 4.2885 -1.7641 -0.1461
H 4.5006 -2.1500 -1.8703
H 6.5767 -1.0413 -0.5678
H 6.9006 -2.4564 -1.5962
*
```

Properties
HOMO level ... -10.1 eV
Kohn-Sham gap ... 10.095 eV
Strongest force on any atom ... 0.067 Eh/bohr


Record 4
Density functional theory data (wB97M-V/def2-TZVPD) for a molecular structure, C40H40BBrF4N8OPReS.

```
! RIJCOSX wB97M-V def2-TZVPD def2/J DEFGRID3
* xyz 1 4
Re -0.7953 -0.6683 -0.0839
C -4.1394 -0.6790 -1.7433
C -3.8311 0.2699 -0.6432
C -4.7085 1.2013 -0.1000
C -4.0263 1.8278 0.9251
C -4.4977 2.9056 1.8391
N -2.8005 1.2885 0.9960
N -2.6640 0.3373 0.0189
B -1.5982 1.7589 1.8510
N -1.0919 0.5738 2.6834
N -0.7505 -0.5802 2.0550
C -0.5280 -1.5042 3.0034
C -0.1651 -2.9169 2.7138
C -0.7286 -0.9269 4.2514
C -1.0799 0.3892 4.0113
C -1.3980 1.4743 4.9801
N -0.5123 2.2530 0.8932
N -0.1893 1.5217 -0.2199
C 0.4950 2.3439 -1.0316
C 0.9389 1.9859 -2.3978
C 0.6485 3.5838 -0.4145
C -0.0117 3.4929 0.7927
C -0.2013 4.5293 1.8457
H -5.2200 -0.7357 -1.8630
H -3.7131 -0.3439 -2.6853
H -3.7533 -1.6800 -1.5622
H -5.7236 1.3789 -0.4045
H -5.5498 3.1042 1.6476
H -4.3851 2.6199 2.8836
H -3.9417 3.8294 1.6835
H -1.9459 2.6337 2.5766
H 0.0329 -3.0899 1.6597
H 0.7155 -3.2124 3.2831
H -0.9783 -3.5820 3.0074
H -0.6145 -1.4007 5.2087
H -1.2659 1.1048 5.9947
H -0.7408 2.3315 4.8381
H -2.4256 1.8188 4.8716
H 0.7114 0.9549 -2.6461
H 0.4271 2.6204 -3.1237
H 2.0098 2.1448 -2.5152
H 1.1475 4.4459 -0.8184
H 0.4501 5.3761 1.6429
H -1.2290 4.8907 1.8687
H 0.0358 4.1376 2.8340
F 5.3822 -5.8232 0.7133
C 4.5627 -4.7914 0.5902
C 4.9900 -3.5180 0.9191
F 6.2292 -3.3219 1.3542
C 4.1233 -2.4478 0.7777
F 4.6317 -1.2465 1.0650
C 2.8046 -2.5970 0.3479
P 1.8058 -1.0528 0.1403
C 2.7729 -0.3681 -1.2376
C 2.5474 -0.9311 -2.4917
C 3.3144 -0.5399 -3.5758
C 4.3173 0.4051 -3.4131
C 4.5605 0.9482 -2.1592
C 3.7964 0.5597 -1.0694
C 2.2330 -0.1056 1.6484
C 2.2080 1.2859 1.6454
C 2.4572 1.9971 2.8098
C 2.7235 1.3298 3.9947
C 2.7407 -0.0583 4.0080
C 2.4964 -0.7679 2.8453
C 2.4160 -3.8877 -0.0288
Br 0.7512 -4.2332 -0.8027
C 3.2772 -4.9645 0.1039
F 2.9016 -6.1895 -0.2477
H 1.7621 -1.6652 -2.6296
H 3.1230 -0.9748 -4.5463
H 4.9173 0.7101 -4.2593
H 5.3548 1.6690 -2.0223
H 4.0226 0.9677 -0.0945
H 1.9975 1.8340 0.7354
H 2.4506 3.0788 2.7807
H 2.9261 1.8847 4.9000
H 2.9508 -0.5918 4.9246
H 2.5309 -1.8484 2.8763
C -3.6830 -0.5817 -6.3374
C -2.3460 -0.4149 -5.6895
C -1.2669 0.1748 -6.3391
C -0.0875 0.2764 -5.6303
N 0.0365 -0.1676 -4.3815
C -1.0480 -0.6957 -3.8493
S -0.9447 -1.5414 -2.2662
N -2.2265 -0.8562 -4.4368
H -3.6613 -0.2872 -7.3835
H -4.4210 0.0281 -5.8150
H -4.0062 -1.6188 -6.2589
H -1.3449 0.5285 -7.3557
H 0.7970 0.7194 -6.0724
C -3.2894 -2.1322 1.4189
C -2.1603 -2.3119 0.4103
O -2.0659 -3.3722 -0.1498
H -3.5089 -3.1018 1.8623
H -4.1784 -1.8077 0.8776
H -3.0816 -1.3925 2.1864
*
```

Properties
HOMO level (spin up / spin down) ... -10.6 / -10.7 eV
Energy relative to the best compared isomer or geometry (same formula, charge and spin) ... 0.0 kJ/mol
Kohn-Sham gap (spin up / spin down) ... 8.519 / 6.879 eV
Strongest force on any atom ... 0.011 Eh/bohr


Record 5
Density functional theory data (wB97M-V/def2-TZVPD) for a molecular structure, C15H18BrClN3O7Pt in a non-equilibrium geometry.

```
! RIJCOSX wB97M-V def2-TZVPD def2/J DEFGRID3
* xyz -1 1
Pt -0.5235 0.3409 1.0631
O 0.8803 0.8148 4.9058
Cl 0.8306 1.3555 3.6033
O 1.4128 2.6563 3.5843
O -0.5391 1.4694 3.1735
O 1.5433 0.5320 2.6767
C -2.1026 -2.8188 3.4954
C -1.7874 -2.2219 2.1059
C -3.0635 -1.6204 1.4850
C -1.2343 -3.3322 1.1834
O -0.8271 -1.2501 2.2617
H -2.7963 -3.6538 3.4143
H -2.5362 -2.0490 4.1279
H -1.1789 -3.1578 3.9587
H -3.8809 -2.3372 1.5151
H -2.8660 -1.3394 0.4518
H -3.3316 -0.7216 2.0412
H -1.8853 -4.2055 1.1835
H -0.2468 -3.6124 1.5418
H -1.1435 -2.9437 0.1704
N -0.9906 3.0445 -3.2576
C -0.3483 2.8803 -2.0573
C -1.0264 2.3954 -0.9389
N -0.4071 2.2343 0.2461
C 0.8656 2.6997 0.3264
C 1.4951 3.2183 -0.7815
N 0.9236 3.2898 -1.9847
H -1.7750 2.4365 -3.4257
H -0.3791 3.1969 -4.0431
H -2.0687 2.1187 -0.9957
H 1.3485 2.6906 1.2930
H 2.4984 3.6161 -0.7140
Br 3.4926 -0.1844 -5.3062
C 2.7940 -0.2573 -3.5318
C 3.6465 -0.0379 -2.4637
C 3.1328 -0.0962 -1.1791
C 1.7846 -0.3388 -0.9676
C 0.9436 -0.5558 -2.0519
C 1.4593 -0.5311 -3.3432
C -0.5467 -0.8532 -1.9312
O -1.1048 -1.3559 -2.8997
O -1.1530 -0.5530 -0.8566
H 4.6950 0.1534 -2.6339
H 3.7913 0.0425 -0.3357
H 1.4061 -0.3996 0.0575
H 0.7985 -0.7588 -4.1668
*
```

Properties
HOMO level ... -5.4 eV
Energy relative to the best compared isomer or geometry (same formula, charge and spin) ... 173.4 kJ/mol
Kohn-Sham gap ... 6.910 eV
Strongest force on any atom ... 0.064 Eh/bohr


- Which value of strongest force on any atom does entry 5 give?
  0.064 Eh/bohr


- strongest force on any atom of number 4 (C40H40BBrF4N8OPReS)?
  0.011 Eh/bohr